1.
Molecular formula: C3H11NO
Method: DFT, the ωB97M-V functional and the def2-TZVPD basis

Orbital gap   10.452 eV
Calculated total energy   -250.84994 hartree
F_max   0.030 Eh/bohr

Each line ends with the natural charge from an NBO analysis.
Element x y z (Å)
C -0.6244 2.1994 1.8417  -0.2437
O -1.5367 1.3722 1.1374  -0.7441
H 0.3657 2.1376 1.3975  0.1620
H -0.6373 1.9179 2.8900  0.1570
H -1.0081 3.1997 1.7356  0.1758
C 1.7651 -1.6312 -1.6207  -0.6308
C 0.6935 -1.4431 -0.5227  -0.2201
N -0.3884 -0.4785 -0.8534  -0.8388
H 2.7674 -1.3877 -1.3158  0.2177
H 1.5079 -1.1948 -2.5826  0.2075
H 1.7224 -2.7106 -1.7943  0.2125
H 1.1098 -1.2024 0.4523  0.1811
H 0.2391 -2.4183 -0.3284  0.1702
H -1.1172 0.5289 0.8934  0.4831
H -0.3534 -0.3053 -1.8532  0.3555
H -1.2609 -1.0004 -0.8420  0.3549

2.
Molecular formula: C3H11NO
Method: DFT, the ωB97M-V functional and the def2-TZVPD basis

Orbital gap   10.023 eV
Calculated total energy   -250.84815 hartree
F_max   0.017 Eh/bohr

Each line ends with the natural charge from an NBO analysis.
Element x y z (Å)
C 1.6903 -1.5761 1.4623  -0.2513
O 1.9234 -1.0908 0.1507  -0.7327
H 0.9009 -2.3145 1.3892  0.1707
H 1.3651 -0.8063 2.1526  0.1730
H 2.5699 -2.1242 1.7930  0.1678
C -0.5579 1.2425 -1.7308  -0.4210
N -0.7775 1.3479 -0.2870  -0.6226
C -1.4333 0.1698 0.2399  -0.4195
H 0.1441 2.0195 -2.0492  0.1945
H -1.4695 1.4092 -2.3165  0.1671
H -0.1368 0.2669 -1.9878  0.2028
H 2.0982 -0.1387 0.1845  0.4735
H -1.4154 2.1263 -0.1587  0.3463
H -0.7368 -0.6297 0.4744  0.1951
H -2.0085 0.3702 1.1389  0.1954
H -2.1562 -0.2720 -0.4555  0.1610

3.
Molecular formula: C3H11NO
Method: DFT, the ωB97M-V functional and the def2-TZVPD basis

Orbital gap   10.954 eV
Calculated total energy   -250.86800 hartree
F_max   0.022 Eh/bohr

Each line ends with the natural charge from an NBO analysis.
Element x y z (Å)
C -0.9554 -1.6639 -0.1030  -0.2527
N -1.5390 1.9080 -0.6928  -1.0729
H -0.9497 -1.5512 -1.1976  0.1642
H -1.9783 -1.5092 0.2101  0.1897
H -0.5934 -2.6697 0.1285  0.1710
H -1.5920 0.9314 -0.4201  0.3650
H -2.4072 2.1318 -1.1703  0.3507
H -1.5607 2.4494 0.1651  0.3551
C 1.1091 -0.5244 -0.0129  -0.0582
O -0.1708 -0.6920 0.5362  -0.5525
C 1.8165 0.5475 0.7694  -0.6230
H 1.6673 -1.4695 0.0390  0.1557
H 1.0134 -0.2535 -1.0702  0.1663
H 2.8376 0.6453 0.3823  0.2082
H 1.3190 1.5029 0.6413  0.2214
H 1.9837 0.2171 1.7951  0.2120

Q: Among the records above, which one has the highest F_max?
A: number 1

Q: Which formula does entry 2 have?
A: C3H11NO

Q: What is the orbital gap in the first record?
A: 10.452 eV